1.
The following is a DFT calculation (ωB97M-V/def2-TZVPD) of a structure of composition C4H8O2 at a distorted geometry.

Properties
LUMO = 0.038 hartree
E_tot = -307.5593 Eh
HOMO = -9.1 eV

Structure (ORCA input):
```
! RIJCOSX wB97M-V def2-TZVPD def2/J DEFGRID3
* xyz 0 1
C -0.703 0.044 0.229
H 0.988 1.599 -0.093
H -1.539 1.334 -1.310
H -2.400 -0.211 -1.043
H -1.236 0.547 1.061
H -0.849 -0.209 -1.886
H 0.636 -1.245 -0.365
C 0.735 0.596 0.230
O -0.495 -1.325 0.385
H 0.746 -1.065 1.366
C 1.545 -0.262 1.080
H 2.527 0.065 1.414
C -1.420 0.272 -1.083
O 1.552 -0.435 -0.412
*
```

2.
The following is a DFT calculation (ωB97M-V/def2-TZVPD) of a cluster of 3 separate species, C4H15NO2 in total at a distorted geometry.

Properties
SMILES string = CC(C)CN.O.O
LUMO = 0.022 hartree
E_tot = -366.5746 Eh
HOMO = -9.0 eV

Structure (ORCA input):
```
! RIJCOSX wB97M-V def2-TZVPD def2/J DEFGRID3
* xyz 0 1
C -0.066 -0.205 0.640
C -0.050 0.905 -1.643
O 0.704 -2.662 6.137
H -3.839 -1.784 -2.485
C 0.877 0.412 -0.428
H -0.790 0.150 -1.946
N 0.691 1.366 -2.890
H -0.508 -1.140 0.318
H -2.675 -1.335 -1.469
C 1.421 1.727 0.076
H -0.573 1.718 -1.181
H -0.906 0.408 0.793
H -0.085 1.726 -3.489
H 1.245 0.634 -3.455
O -2.882 -1.326 -2.399
H 1.984 1.664 1.104
H 0.441 -3.395 6.701
H 0.411 2.255 0.335
H 0.480 -2.809 5.222
H 1.659 -0.333 -0.826
H 1.867 2.399 -0.624
H 0.594 -0.373 1.509
*
```

3.
The following is a DFT calculation (ωB97M-V/def2-TZVPD) of a cluster of 2 separate species, C5H15NO in total at a distorted geometry.

Properties
⟨S²⟩ = 0.750
LUMO (spin up / spin down) = 0.140 / 0.142 hartree
E_tot = -329.3709 Eh
HOMO (spin up / spin down) = 1.3 / -5.9 eV

Structure (ORCA input):
```
! RIJCOSX wB97M-V def2-TZVPD def2/J DEFGRID3
* xyz -1 2
H -1.291 -2.684 0.960
O 0.061 3.380 0.400
H 1.084 0.867 -0.250
C -0.698 -2.014 0.285
H 2.540 -0.861 -1.264
H -1.030 -0.398 -1.714
C 0.562 -0.070 -0.555
H -0.591 0.856 2.096
H -1.710 -0.184 1.545
H -0.777 3.744 0.640
C 0.182 -0.912 0.763
N -0.696 0.359 -1.151
H -0.090 2.337 0.405
C -0.623 -0.151 1.798
H 1.249 -2.069 -1.139
H -0.527 -0.753 2.841
C 1.436 -1.005 -1.539
H -0.597 0.988 -1.912
H 1.024 -1.205 1.417
H 1.126 -0.815 -2.573
H 0.096 -2.645 -0.119
H -1.274 -1.817 -0.579
*
```

4.
The following is a DFT calculation (ωB97M-V/def2-TZVPD) of a structure of composition C23H26FeN4O2S2 at a distorted geometry.

Properties
⟨S²⟩ = 6.011
LUMO (spin up / spin down) = 0.012 / 0.010 hartree
E_tot = -3321.7166 Eh
HOMO (spin up / spin down) = -7.7 / -8.1 eV

Structure (ORCA input):
```
! RIJCOSX wB97M-V def2-TZVPD def2/J DEFGRID3
* xyz 0 5
C -2.914 -1.997 0.220
N 4.470 1.110 -2.821
H -1.469 0.735 1.593
C 0.990 -1.157 -2.487
H -0.955 -3.896 -3.197
H 2.653 1.980 -2.313
H -1.433 1.269 3.889
C -4.187 -1.233 2.076
C -2.161 -0.088 1.496
H 0.690 -4.139 -5.019
H -4.467 -0.737 4.782
H 5.515 1.241 -4.706
H 7.003 -0.783 -3.619
N -0.898 -1.014 -0.429
H -2.236 2.381 2.762
H 0.497 0.115 2.096
C 4.596 0.340 -1.715
H -5.058 -1.331 2.711
C 6.172 -0.235 -3.216
N 1.280 0.523 1.599
O 0.359 2.116 -0.509
C 1.795 -2.386 -4.441
C -3.506 0.750 3.492
C -1.963 -0.997 0.453
C -0.152 -3.174 -3.302
C -3.609 -0.063 4.793
H 3.901 3.132 -2.806
C 5.437 0.757 -3.749
S 3.708 0.363 -0.292
H -4.772 -2.890 0.843
C -0.044 -2.110 -2.403
C 1.235 1.997 1.698
H 1.006 2.356 2.702
C 1.897 -1.339 -3.532
C -3.263 -0.204 2.325
C -2.377 1.770 3.654
H -5.671 0.827 3.219
N 5.639 -0.487 -1.968
Fe 1.043 0.247 -0.784
C 0.768 -3.312 -4.324
H 3.095 2.114 -4.021
H -4.993 2.223 4.064
H 2.123 0.166 2.032
H 5.957 -1.160 -1.294
H -3.719 0.613 5.643
C 0.190 2.545 0.695
H -2.710 -0.665 4.945
O -0.674 3.309 1.085
H -2.614 2.438 4.484
H 2.519 -2.482 -5.242
C -4.034 -2.121 1.031
C -4.821 1.508 3.257
S -2.452 -2.928 -1.169
H 2.722 -0.644 -3.654
H -4.778 2.056 2.314
H 2.211 2.378 1.395
C 3.476 2.148 -3.003
C -1.017 -1.936 -1.333
*
```

5.
The following is a DFT calculation (ωB97M-V/def2-TZVPD) of a structure of composition C39H47CsN8O5SSe at a distorted geometry.

Properties
⟨S²⟩ = 0.777
LUMO (spin up / spin down) = 0.058 / 0.058 hartree
E_tot = -5148.2574 Eh
HOMO (spin up / spin down) = -0.7 / -3.2 eV

Structure (ORCA input):
```
! RIJCOSX wB97M-V def2-TZVPD def2/J DEFGRID3
* xyz -1 2
C 4.730 3.940 2.386
H 4.124 2.203 4.620
H -1.357 -1.832 -5.085
H 2.224 1.348 -2.423
C 2.059 1.630 4.400
C -1.509 -5.100 6.246
C 3.445 5.937 2.776
C -3.852 -3.507 0.570
C 0.772 -4.509 5.807
N -3.676 -1.593 -0.938
N -2.028 2.818 -5.402
C 1.374 6.484 1.458
H -2.528 -2.061 -3.756
H 5.437 0.029 2.121
H -5.643 -4.659 0.982
C 2.762 4.404 1.086
H -1.312 -0.775 -3.648
Se -1.558 2.176 -1.316
H -3.646 -0.026 -2.250
H 1.677 7.531 1.405
O -0.237 -3.672 1.861
C 4.511 5.117 3.094
N -2.832 -3.035 1.245
C -5.136 -1.422 -2.867
C -4.976 2.402 -3.516
O 2.045 -0.188 -1.038
H 3.187 1.543 -0.936
C -5.716 -2.684 -2.564
H 3.056 -0.208 1.246
H 2.078 4.112 0.297
H -2.269 -5.482 6.918
C 6.139 1.833 2.504
H -2.878 -4.793 4.610
C 3.850 3.589 1.371
C -4.007 3.734 -5.409
C -4.557 -4.778 0.980
H 2.908 -2.435 0.010
C 1.158 0.916 3.622
C -1.276 2.632 0.290
H -6.480 -3.117 -3.201
C -1.502 -1.798 -3.995
C -0.894 -4.242 4.070
H 0.899 -2.758 -4.699
H 3.305 6.860 3.327
O 7.293 1.454 2.399
C -5.291 -3.349 -1.450
H 4.050 -0.652 -1.246
H -5.331 1.395 -3.715
H -2.457 4.376 -6.847
H -0.391 3.014 -6.675
H 0.109 0.866 3.888
H 1.803 -4.421 6.132
N 1.520 0.265 2.520
C -2.809 3.771 -6.030
O -0.658 -2.728 -3.348
H 3.045 -0.957 -2.674
H 4.013 2.681 0.806
H -5.721 -4.313 -1.211
N 5.864 3.165 2.728
H -5.413 -0.862 -3.751
Cs -0.644 -1.516 0.571
H -4.614 2.440 -2.491
C -0.644 2.539 -5.728
O 1.617 -2.974 -1.424
H -0.500 1.464 -5.817
C 2.232 1.174 -1.340
C 2.545 5.595 1.771
C -0.192 -4.988 6.682
C 2.858 -2.422 -1.082
C -4.282 -2.809 -0.601
C 3.393 1.669 4.027
N 5.099 0.940 2.390
H 1.166 -3.798 3.805
C -1.229 -3.810 2.656
S -1.015 3.039 1.762
H 2.502 -3.614 -3.182
H 5.190 5.390 3.894
H 0.915 6.212 0.509
C -2.686 2.172 -4.405
H 1.411 1.725 -0.887
H -4.906 4.299 -5.579
H 0.019 2.920 -4.951
C 2.793 0.315 2.162
H 3.684 -3.041 -1.461
H 6.722 3.678 2.859
H -5.797 3.108 -3.633
N -3.905 2.763 -4.431
H 0.985 -4.408 -2.708
H 0.977 -1.479 -3.463
C 3.059 -1.004 -1.576
H 1.721 2.138 5.293
C -1.855 -4.727 4.957
N -2.509 -3.628 2.462
C 0.424 -4.149 4.511
H 0.605 6.402 2.229
C -4.137 -0.973 -2.013
H 0.077 -5.274 7.692
C 3.773 0.993 2.878
C 0.694 -2.528 -3.640
H -4.227 -5.059 1.977
C 1.505 -3.450 -2.754
H -4.320 -5.600 0.296
*
```

Respective ΔE to the lowest compared entry with this formula, charge and spin values: 402.05; 200.92; 215.90; 24.10; 308.33 kJ/mol.